1.
{
  "formula": "C5H13NO",
  "method": "ωB97M-V with the def2-TZVPD basis set",
  "energy_ev": -8924.9929,
  "total_charge": 1,
  "spin_multiplicity": 2,
  "max_force_ev_per_a": 2.54,
  "e_homo_ev": [-14.47, -14.47],
  "s_squared": 0.754,
  "de_lowest_kcal_mol": 17.5,
  "orbital_gap_ev": [11.35, 7.12],
  "molar_mass_g_mol": 103.165,
  "elements": ["H", "C", "C", "H", "C", "H", "H", "O", "H", "H", "H", "H", "H", "H", "H", "C", "H", "N", "C", "H"],
  "xyz": [[-0.6241, -2.2880, -1.8594], [-1.3132, -0.5826, -0.6396], [-0.2086, -1.5330, -1.2025], [-0.9364, 1.2031, 2.2419], [0.5276, -2.0746, 0.0210], [0.4694, -0.8900, -1.7700], [1.2538, -0.3948, 1.1633], [1.8581, 3.6337, -1.3385], [-2.2477, -1.1384, -0.5539], [1.5702, -2.2780, -0.1936], [-0.0177, -2.9528, 0.3727], [0.0512, 1.6711, 0.8044], [-1.6744, 1.6693, 0.7196], [0.0979, -1.4176, 2.0723], [2.3244, 4.2645, -0.7813], [0.3663, -1.0216, 1.0906], [1.5747, 2.8676, -0.8227], [-0.8369, -0.2239, 0.6977], [-0.8302, 1.1308, 1.1609], [-1.4043, 0.3553, -1.1828]],
  "atomic_forces_ev_per_a": [[0.0238, -0.0713, 0.0097], [0.7598, -0.7122, 0.3122], [0.0549, 1.3512, 0.0505], [0.3708, -0.1868, 0.0773], [-1.0461, -0.5624, 0.0891], [-0.0286, -0.2225, -0.1971], [-0.2560, 0.4654, 0.1933], [-0.3177, -0.2750, -0.3407], [-0.3374, 0.3127, 0.0338], [-0.0096, -0.2850, 0.1087], [0.4969, -0.3036, -0.1544], [0.2930, -0.3405, 0.1886], [-0.0253, -0.1541, 0.1244], [0.4467, -0.0618, 0.1654], [-0.0697, -0.2752, 0.2352], [-1.0460, -0.1602, 0.1245], [0.4287, 0.5640, 0.1031], [2.4373, 0.1157, -0.7145], [-1.6926, 0.9182, -0.2298], [-0.4830, -0.1169, -0.1793]],
  "lowdin_charge": [0.12, -0.07, -0.12, 0.12, -0.14, 0.12, 0.15, -0.05, 0.16, 0.13, 0.13, 0.12, 0.12, 0.15, 0.04, -0.10, 0.00, -0.01, 0.00, 0.14]
}



2.
{
  "formula": "C5H13NO",
  "method": "ωB97M-V with the def2-TZVPD basis set",
  "energy_ev": -8924.4948,
  "total_charge": 1,
  "spin_multiplicity": 2,
  "max_force_ev_per_a": 2.66,
  "e_homo_ev": [-14.64, -14.58],
  "s_squared": 0.754,
  "de_lowest_kcal_mol": 29.0,
  "orbital_gap_ev": [11.61, 6.76],
  "molar_mass_g_mol": 103.165,
  "elements": ["H", "C", "H", "C", "C", "C", "H", "H", "H", "H", "H", "H", "H", "N", "H", "C", "H", "H", "O", "H"],
  "xyz": [[2.3886, 1.1543, -1.0765], [0.1737, -2.1607, 0.7286], [-1.4788, 0.4368, 1.3975], [-1.5911, 0.4352, 0.3154], [1.4755, 1.6834, -1.3476], [0.6296, -0.7102, 0.7684], [0.6634, -0.2784, 1.7717], [-0.0841, -0.2662, -1.2320], [1.6744, -0.7244, 0.3890], [0.2971, -2.5384, -0.2787], [-3.2799, -0.5097, 0.1087], [-2.1026, 1.3151, -0.0750], [0.6968, -2.7860, 1.4427], [0.4245, 1.5065, -0.3813], [1.1490, 1.3779, -2.3380], [-0.1240, 0.1759, -0.2357], [0.5477, 2.0804, 0.4522], [-0.8781, -2.2425, 1.0214], [-2.3617, -0.6872, -0.0819], [1.7797, 2.7383, -1.3488]],
  "atomic_forces_ev_per_a": [[-0.0387, -0.5847, 0.3093], [-1.1816, 0.2729, 0.3593], [-0.1536, 0.4632, 0.2371], [-0.2855, -1.4960, -0.6720], [-0.1757, 1.6966, -0.3706], [2.0427, -0.1434, -0.4008], [-0.2684, 0.0314, -0.0936], [-0.3789, -0.1122, 0.1010], [-0.2949, 0.1629, 0.4012], [-0.0327, -0.2967, -0.0942], [-0.4920, 0.0303, 0.0378], [0.5781, 0.4094, 0.1130], [0.5110, 0.1177, -0.0330], [2.0326, -1.6801, 0.3504], [-0.0121, -0.1456, -0.0106], [-1.8947, 1.4026, 0.2272], [-0.5760, 0.1052, 0.0683], [0.1267, -0.0218, -0.2982], [0.7154, -0.0049, -0.0272], [-0.2216, -0.2068, -0.2045]],
  "lowdin_charge": [0.13, -0.07, 0.13, -0.16, 0.00, -0.19, 0.13, 0.16, 0.12, 0.09, 0.10, 0.13, 0.09, 0.14, 0.12, -0.27, 0.19, 0.08, -0.04, 0.12]
}



3.
{
  "formula": "C5H13NO2",
  "method": "ωB97M-V with the def2-TZVPD basis set",
  "energy_ev": -10980.8021,
  "spin_multiplicity": 1,
  "max_force_ev_per_a": 1.90,
  "e_homo_ev": -9.56,
  "de_lowest_kcal_mol": 24.8,
  "orbital_gap_ev": 10.16,
  "molar_mass_g_mol": 119.164,
  "elements": ["C", "H", "H", "H", "C", "H", "H", "H", "H", "N", "H", "H", "H", "O", "H", "H", "C", "C", "C", "H", "O"],
  "xyz": [[3.0363, 0.0504, 0.9175], [-3.2255, 1.6713, -3.0842], [-1.3825, -1.6613, 1.9180], [-4.6679, 1.1038, -2.7260], [-1.7931, -0.7635, 1.4646], [1.4544, 1.3065, 0.1721], [2.7454, 1.0304, -0.9968], [2.9793, 0.6339, 1.8405], [-2.5598, -1.1650, 0.8018], [1.2288, -0.4634, -0.7281], [-2.1512, -0.0762, 2.2293], [-0.0421, 0.5348, 1.2269], [4.1043, 0.0247, 0.7273], [-0.2544, -2.1018, -0.4273], [2.7433, -0.9781, 1.1205], [-1.2192, 0.8795, 0.0796], [-0.7977, 0.0289, 0.6089], [0.0492, -0.9484, -0.2006], [2.1487, 0.5620, -0.2197], [1.7019, -1.1280, -1.3172], [-4.0980, 1.4595, -3.4069]],
  "atomic_forces_ev_per_a": [[0.2711, -0.3027, 0.4348], [0.0467, -0.1439, 0.5577], [0.4697, 0.2183, 0.1394], [0.3637, 0.0036, 0.4082], [0.0321, 0.5326, -0.5643], [0.4936, 0.4648, -0.0398], [-0.2588, -0.1843, -0.3574], [-0.4271, -0.0302, -0.0961], [-0.3748, 0.3459, 0.2410], [1.0099, 0.2270, -0.7093], [-0.5299, -0.3243, 0.0230], [-0.3074, -0.1429, 0.4054], [0.1439, 0.0175, -0.5646], [-0.4896, 0.0644, 0.1438], [0.0108, -0.0125, 0.3043], [-0.2950, -0.3747, -0.5770], [1.3357, -0.8832, 1.0176], [0.4765, 0.5914, -0.8120], [-1.3440, 0.2632, 0.9774], [-0.2179, -0.4646, 0.0364], [-0.4089, 0.1344, -0.9686]],
  "lowdin_charge": [-0.08, 0.02, 0.08, 0.03, -0.09, 0.09, 0.11, 0.07, 0.08, 0.03, 0.07, 0.10, 0.06, 0.06, 0.07, 0.12, -0.16, -0.50, -0.23, 0.13, -0.05]
}



4.
{
  "formula": "C5H13NO2",
  "method": "ωB97M-V with the def2-TZVPD basis set",
  "energy_ev": -10978.1263,
  "spin_multiplicity": 1,
  "max_force_ev_per_a": 1.02,
  "e_homo_ev": -9.26,
  "de_lowest_kcal_mol": 86.5,
  "orbital_gap_ev": 10.14,
  "molar_mass_g_mol": 119.164,
  "elements": ["H", "H", "H", "H", "H", "H", "C", "C", "H", "H", "H", "H", "C", "C", "C", "H", "N", "H", "H", "O", "O"],
  "xyz": [[2.5166, -0.0166, -0.8320], [0.7148, -2.4529, 0.1948], [-2.7058, 2.2434, -0.7556], [-3.2230, 0.5689, -0.4442], [1.3549, -0.9553, -1.7773], [-0.7637, -1.2353, -1.8021], [0.8820, 0.8652, 1.1468], [-2.4749, 1.3266, -0.2243], [2.0043, -1.6585, 1.1108], [0.3590, -1.7248, 1.7597], [0.7150, 1.8204, 0.6546], [1.1480, 0.8147, -1.6092], [0.6268, -0.2896, 0.1779], [1.4611, -0.1025, -1.0968], [0.9498, -1.6199, 0.8544], [-2.4549, 1.5122, 0.8482], [-0.8212, -0.3034, -0.0843], [1.9086, 0.8278, 1.5046], [0.2089, 0.7867, 1.9975], [-1.2030, -1.3329, -0.9371], [-1.2032, 0.9258, -0.6864]],
  "atomic_forces_ev_per_a": [[-0.0553, -0.0185, -0.0560], [0.0411, -0.0337, 0.0174], [-0.0448, 0.1006, -0.0697], [-0.1226, -0.0728, -0.0523], [0.0692, 0.1153, 0.0594], [0.0762, 0.2776, 0.1925], [-0.0924, -0.0985, -0.1986], [-0.0348, -0.2054, 0.1789], [0.1447, 0.0229, 0.0338], [-0.0536, -0.0402, 0.1328], [0.0127, 0.0577, 0.0195], [0.1339, -0.1866, 0.0274], [0.4486, 0.1265, -0.2007], [-0.2481, 0.1034, 0.0049], [-0.1489, 0.0825, -0.1962], [-0.0056, 0.0337, 0.1167], [-0.8553, 0.3396, 0.4371], [0.0764, -0.0230, 0.0250], [-0.0389, 0.0059, 0.1057], [-0.1029, -0.2310, -0.2661], [0.8003, -0.3559, -0.3114]],
  "lowdin_charge": [0.09, 0.08, 0.09, 0.08, 0.08, 0.10, -0.03, -0.08, 0.09, 0.09, 0.08, 0.09, -0.59, -0.03, -0.04, 0.08, -0.17, 0.09, 0.09, 0.00, -0.17]
}



5.
{
  "formula": "C5H13NO2",
  "method": "ωB97M-V with the def2-TZVPD basis set",
  "energy_ev": -10979.4156,
  "spin_multiplicity": 1,
  "max_force_ev_per_a": 2.53,
  "e_homo_ev": -9.05,
  "de_lowest_kcal_mol": 56.8,
  "orbital_gap_ev": 9.90,
  "molar_mass_g_mol": 119.164,
  "elements": ["H", "C", "H", "H", "C", "H", "H", "O", "C", "H", "C", "H", "H", "O", "H", "C", "H", "H", "H", "N", "H"],
  "xyz": [[-2.5828, 0.5262, 1.0703], [-0.2097, 0.8609, -0.9000], [-0.4256, 1.0233, 1.1139], [-2.5144, -0.0868, -0.4611], [-2.0029, -0.2037, 0.4979], [1.5410, -0.6663, 0.9922], [2.2286, 0.6515, 1.5378], [2.6717, 1.6150, -0.2744], [2.4045, 0.8674, -1.1779], [1.0382, -0.1652, -2.4023], [-2.0396, -1.5679, 1.1430], [-2.9743, -1.7798, 1.6415], [-0.1483, 1.9422, -1.0777], [2.1800, -0.2971, 1.5691], [-1.2056, -1.5607, 1.8452], [1.0823, 0.1827, -1.3591], [-1.5992, -2.2835, 0.4416], [3.1167, 0.7188, -2.0095], [1.1154, -0.8351, -0.9597], [-0.6543, 0.3608, 0.3894], [-1.0214, 0.6973, -1.6201]],
  "atomic_forces_ev_per_a": [[-0.2049, -0.2546, 0.5258], [-0.4622, -0.1200, -0.8436], [-0.2225, -0.1485, 0.2224], [0.2281, -0.7044, -0.2499], [-0.5172, 1.9875, 0.2114], [-1.1639, 0.2532, -0.7049], [-0.3696, 0.3582, -0.5880], [0.0174, 0.2370, -0.1248], [-0.3759, 0.4723, -0.1393], [-0.1215, 0.8160, -0.2538], [1.8201, 0.3682, -0.4053], [-0.1396, -0.5036, -0.2416], [0.4301, 0.1877, 1.0241], [1.5039, -0.8974, 1.8275], [-0.3607, 0.1744, 0.7193], [-0.2209, -1.1101, -1.2244], [-1.0167, -0.4450, -0.1569], [0.2204, -0.1978, 0.1586], [0.2090, 0.1148, 0.6927], [0.4755, 0.1828, -0.3648], [0.2710, -0.7707, -0.0844]],
  "lowdin_charge": [0.11, -0.22, 0.11, 0.10, -0.29, -0.03, 0.01, 0.04, -0.26, 0.11, -0.09, 0.07, 0.12, -0.04, 0.07, -0.16, 0.07, 0.12, 0.12, -0.08, 0.11]
}